1.
{"formula": "C25H37BaOSi2", "method": "ωB97M-V with the def2-TZVPD basis set", "orbital_gap_ev": 2.43, "e_above_lowest_kj_mol": 0.0, "charge": -1, "elements": ["C", "C", "C", "H", "C", "C", "H", "H", "H", "H", "C", "C", "C", "H", "C", "C", "H", "H", "H", "H", "Ba", "O", "C", "C", "H", "H", "H", "H", "C", "C", "C", "H", "C", "H", "C", "H", "C", "H", "C", "Si", "C", "C", "C", "Si", "C", "C", "C", "H", "H", "H", "H", "H", "H", "H", "H", "H", "H", "H", "H", "H", "H", "H", "H", "H", "H", "H"], "coordinates": [[0.58141, -1.81606, 1.00531], [-0.73472, -2.09190, 0.54033], [-0.63591, -2.63340, -0.74132], [-1.62395, -1.87137, 1.12495], [0.74118, -2.63414, -1.11450], [1.48562, -2.11982, -0.02017], [2.53758, -1.88903, 0.04838], [0.84354, -1.39885, 1.95763], [-1.47111, -2.64724, -1.42992], [1.12250, -2.62479, -2.11579], [-0.79741, 2.44670, -0.20791], [-0.47919, 1.78713, 0.97750], [0.93333, 1.61732, 1.03311], [-1.16895, 1.45303, 1.74180], [1.47000, 2.13852, -0.14369], [0.41189, 2.67631, -0.92781], [0.45761, 2.77511, -1.98583], [-1.81153, 2.47461, -0.59103], [1.46189, 1.15866, 1.85449], [2.50277, 1.97950, -0.43417], [-0.20029, 0.02740, -1.91432], [-0.16882, -0.14950, -4.41485], [-1.27391, -0.93092, -5.00950], [0.00700, -0.95283, -5.74380], [-1.54754, -1.81746, -4.41272], [-2.09923, -0.34862, -5.45694], [0.63994, -1.87185, -5.61569], [0.94533, -1.96074, -8.06038], [0.68971, -0.89694, -8.15221], [0.20796, -0.22139, -6.98753], [-0.14128, 1.14479, -7.12222], [-0.50271, 1.69214, -6.24413], [0.01663, 1.80917, -8.34857], [-0.23592, 2.87240, -8.41445], [0.49735, 1.12741, -9.47381], [0.61443, 1.65146, -10.43226], [0.83434, -0.23580, -9.37696], [1.21063, -0.77898, -10.25142], [-1.99037, -1.82650, 4.96068], [-0.29204, -1.78711, 4.13210], [1.26122, -2.03726, 5.17570], [-0.33100, -3.44087, 3.24806], [-0.18033, 0.04004, 3.67183], [-0.05579, 1.87532, 4.10061], [1.53520, 1.89968, 5.11126], [0.10425, 3.51274, 3.19467], [-1.68485, 2.11917, 5.02862], [-2.15714, -2.80452, 5.43454], [-2.74318, -1.69188, 4.17859], [-2.16244, -1.05543, 5.72327], [1.22836, -3.01955, 5.66825], [2.12897, -2.02979, 4.50764], [1.44045, -1.28592, 5.95670], [-1.18246, -3.47660, 2.56257], [0.59804, -3.60066, 2.69923], [-0.44176, -4.21337, 4.02579], [-0.33018, 0.03905, 4.82338], [2.37614, 1.77793, 4.42137], [1.64037, 2.87293, 5.61320], [1.60799, 1.11615, 5.87765], [-0.75484, 3.68575, 2.53842], [0.14350, 4.29996, 3.96423], [1.02749, 3.52747, 2.60955], [-2.51271, 2.09366, 4.31343], [-1.89739, 1.36755, 5.79954], [-1.69566, 3.10205, 5.51951]], "atomic_forces_ev_per_a": [[-0.4082, 0.0508, -0.9851], [0.6374, 0.7433, 0.7923], [0.2554, 0.6962, -0.8986], [0.0829, -0.1942, -0.2256], [-0.1107, 0.5404, 0.0238], [-0.6889, 0.4161, 0.0563], [0.1731, -0.2861, -0.2070], [0.0067, 0.2678, 0.0687], [-0.2513, -0.7462, -0.1902], [0.2363, -0.8014, -0.6768], [0.0333, -0.6850, -0.7961], [0.6389, -0.5749, 0.0502], [-0.9849, -0.1612, -0.2918], [0.0708, -0.0448, -0.1382], [0.0303, -0.5625, -0.4869], [-0.1905, -0.6138, 0.3883], [0.1817, 0.9777, -0.9324], [-0.1112, 0.6696, -0.0560], [0.0097, -0.0891, -0.0530], [0.0459, 0.4710, -0.0737], [0.6528, 0.1234, 3.6145], [-0.4193, -1.4108, -3.3486], [0.4730, 0.0355, 0.0095], [-0.0869, -0.8039, 2.1451], [0.0309, 0.4838, -0.3178], [0.5073, -0.2014, 0.4705], [-0.6073, 1.1051, 0.1111], [-0.0428, 0.4588, -0.1242], [-0.1713, 0.2179, 0.8906], [0.1409, 1.3037, -2.1200], [0.2732, -0.4552, -0.0321], [0.1559, -0.2075, -0.3717], [0.0333, -0.3127, 0.1200], [0.0948, -0.4443, 0.0042], [0.0369, -0.2735, 0.1350], [-0.0568, -0.2453, 0.5182], [-0.2407, 0.3277, 0.3993], [-0.1787, 0.2422, 0.4156], [-0.1052, -0.7007, 0.8769], [0.1057, 2.9591, -0.2446], [-0.0212, -0.6180, 0.9029], [-0.0940, -0.1001, -0.2503], [-0.2177, -0.1709, 1.1074], [-0.1149, -2.9607, -0.0795], [0.0364, 0.6971, 0.8725], [-0.0649, 0.1458, -0.1974], [-0.0318, 0.7390, 0.7730], [-0.2437, -0.0353, 0.0615], [0.1155, -0.0015, -0.0034], [0.1372, -0.0888, -0.2357], [0.2066, -0.0745, 0.0869], [-0.1414, 0.0329, -0.0379], [-0.1459, -0.0539, -0.2733], [0.2279, -0.3381, 0.0771], [-0.1855, -0.2752, -0.0396], [-0.0039, 0.2001, -0.1331], [0.0850, 0.0809, -0.7212], [-0.0984, -0.0082, 0.0013], [0.2687, 0.0173, 0.0869], [-0.1028, 0.1151, -0.2801], [0.2760, 0.2035, 0.0585], [-0.0151, -0.1656, -0.0918], [-0.1998, 0.2544, -0.0063], [0.1313, -0.0201, -0.0457], [0.1532, 0.0543, -0.2278], [-0.2094, 0.0951, 0.0758]]}

=====

2.
{"formula": "C25H37Br6Cl18NO9Zr", "method": "ωB97M-V with the def2-TZVPD basis set", "orbital_gap_ev": 4.72, "charge": 2, "elements": ["Zr", "C", "C", "C", "C", "C", "C", "N", "O", "C", "C", "C", "H", "H", "H", "H", "H", "H", "H", "H", "H", "H", "H", "H", "H", "H", "H", "H", "H", "H", "C", "C", "O", "O", "H", "H", "H", "C", "Br", "Br", "Br", "H", "C", "Br", "Br", "Br", "H", "C", "Cl", "Cl", "Cl", "H", "C", "Cl", "Cl", "Cl", "H", "C", "Cl", "Cl", "Cl", "H", "C", "Cl", "Cl", "Cl", "H", "C", "Cl", "Cl", "Cl", "H", "C", "Cl", "Cl", "Cl", "H", "C", "C", "O", "C", "O", "O", "H", "H", "H", "H", "C", "C", "O", "C", "O", "O", "H", "H", "H", "H"], "coordinates": [[-26.35280, 24.97444, 6.40128], [-23.15788, 23.95724, 8.45736], [-22.69966, 23.05952, 7.30928], [-22.47355, 21.68066, 7.97157], [-22.17688, 20.59602, 6.93651], [-23.30599, 20.47976, 5.90259], [-23.53117, 21.90068, 5.23292], [-23.74201, 22.85896, 6.30579], [-24.39904, 23.98625, 5.86475], [-24.79878, 21.59751, 4.38741], [-22.41978, 22.22667, 4.16095], [-21.36027, 23.58614, 6.70309], [-24.10144, 23.62253, 8.89335], [-23.32739, 24.99095, 8.15408], [-22.43964, 24.01634, 9.27388], [-23.33863, 21.34902, 8.55513], [-21.70960, 21.71468, 8.74996], [-22.06254, 19.65222, 7.47147], [-21.24410, 20.81613, 6.41542], [-24.22650, 20.03348, 6.27826], [-22.90358, 19.79584, 5.15333], [-25.17219, 22.42596, 3.78146], [-25.61281, 21.38190, 5.08510], [-24.54031, 20.74638, 3.76151], [-22.78580, 21.89752, 3.19421], [-21.50589, 21.67884, 4.37686], [-22.23042, 23.29700, 4.20124], [-21.53750, 24.55946, 6.24067], [-20.80803, 22.91376, 6.05399], [-20.66891, 23.84840, 7.50612], [-26.84163, 21.39792, 8.50077], [-26.83974, 22.72431, 7.77923], [-27.10321, 22.88974, 6.53681], [-26.48366, 23.83009, 8.26764], [-26.30153, 20.62124, 7.95886], [-27.87352, 21.04137, 8.50557], [-26.40171, 21.45515, 9.49367], [-25.55424, 18.87569, 0.68770], [-25.44905, 18.59249, 2.60191], [-26.52648, 20.51982, 0.26439], [-26.30664, 17.32898, -0.23681], [-24.55337, 19.06742, 0.32023], [-22.27360, 22.93727, -0.79590], [-23.93371, 23.67462, -1.34332], [-21.00356, 23.16989, -2.24824], [-22.38834, 21.05382, -0.21616], [-21.89725, 23.50939, 0.04153], [-28.92393, 19.81491, 5.43397], [-30.50460, 20.00606, 6.19493], [-29.09722, 18.97949, 3.85803], [-27.87896, 18.85519, 6.46699], [-28.46597, 20.77798, 5.23711], [-17.45330, 21.52616, 2.19343], [-16.40755, 20.83928, 0.93713], [-17.30854, 20.67344, 3.71347], [-19.16628, 21.55904, 1.69365], [-17.03545, 22.52678, 2.21769], [-24.33963, 19.95307, 11.30765], [-22.84718, 18.99836, 11.35071], [-24.02471, 21.67961, 11.58345], [-25.45978, 19.25393, 12.54439], [-24.81203, 19.78856, 10.34626], [-20.17535, 18.03608, 2.24566], [-20.68652, 17.11930, 3.65844], [-21.14431, 17.49180, 0.88246], [-18.44412, 17.76154, 1.96459], [-20.38905, 19.08776, 2.40804], [-23.55717, 26.27172, 1.61775], [-24.07014, 24.72697, 2.38665], [-24.78830, 26.64789, 0.37180], [-21.98249, 26.16241, 0.85211], [-23.56916, 27.08959, 2.32830], [-19.98100, 27.82483, 8.84413], [-20.88788, 26.41547, 8.25592], [-20.33385, 28.17017, 10.54321], [-20.29336, 29.27375, 7.84778], [-18.93656, 27.55610, 8.73445], [-25.19918, 28.18504, 10.72459], [-23.80034, 28.37018, 10.18569], [-23.75553, 27.41920, 9.10872], [-24.95990, 26.95237, 8.87178], [-25.23334, 26.15047, 7.98861], [-25.89122, 27.52906, 9.65178], [-25.70114, 29.12460, 10.95621], [-25.36832, 27.62360, 11.64525], [-23.03014, 28.10412, 10.90689], [-23.60814, 29.39645, 9.87801], [-21.61005, 25.86524, 13.23078], [-22.68687, 25.01432, 12.55749], [-23.86939, 25.76641, 12.81542], [-23.53306, 27.02422, 13.19492], [-24.37068, 27.82702, 13.48873], [-22.22150, 27.15485, 13.14481], [-20.75800, 25.80003, 12.55904], [-21.47484, 25.59991, 14.27622], [-22.89042, 24.04067, 13.00619], [-22.56186, 24.81446, 11.48992]], "atomic_forces_ev_per_a": [[4.7679, -4.3372, 2.3354], [-0.6507, 0.8701, -0.2646], [1.3188, -0.3321, 1.3765], [-0.0575, -0.8418, -0.4438], [-0.4859, -0.1153, 0.5589], [1.8034, 1.0442, 0.0622], [-0.6894, -2.7034, -1.6310], [-1.1540, 1.5772, -1.0891], [-2.8464, 0.7572, 1.9132], [-0.3145, 1.1255, 1.1517], [-0.3060, 0.0171, 1.4045], [-0.3006, 0.6357, 0.6776], [0.0542, -0.2378, -0.0745], [0.2376, -0.1588, -0.2064], [0.2724, -0.3780, -0.2360], [-0.4277, 0.3355, -0.2445], [0.3565, 0.3989, -0.3291], [0.1913, -0.0813, -0.1569], [0.0538, -0.1567, 0.0622], [-0.0829, 0.2968, 0.2159], [-0.3817, 0.1051, -0.3553], [0.3655, 0.0447, -0.2615], [-0.0797, -0.4550, -0.2075], [-0.3572, 0.1966, 0.0699], [0.0653, 0.2206, -0.1513], [0.1716, 0.1151, -0.0132], [0.1323, -0.0378, -0.4539], [-0.0741, -0.2036, -0.4920], [-0.3650, -0.0003, -0.1393], [-0.1517, -0.3635, 0.2702], [-0.2053, 0.5251, -0.4042], [0.7599, -0.3214, -0.8817], [-0.5934, 0.0835, -1.6327], [0.6428, 1.6748, 1.2713], [0.0669, 0.3562, -0.4426], [-0.0574, 0.0161, 0.3050], [-0.3176, 0.4195, 0.0789], [-0.4128, 0.0897, -0.3438], [-0.0234, -0.2117, -0.3931], [0.1474, -0.4409, 0.1885], [0.3465, 0.6761, 0.4233], [-0.0225, -0.2869, 0.0540], [0.5337, -0.3686, -0.3758], [-0.4261, -0.1719, 0.1141], [-0.0450, -0.2392, 0.4186], [0.0605, 0.6949, -0.1481], [-0.0551, -0.1471, 0.0535], [-0.4550, -0.6223, -0.8642], [0.1952, 0.2613, -0.0394], [0.0320, 0.4156, 0.4438], [0.3443, -0.1033, 0.1826], [-0.0865, -0.0136, 0.1587], [0.4213, 0.0142, -0.7652], [-0.2706, -0.4175, -0.0019], [0.1332, 0.1721, 0.1491], [0.2802, 0.1432, -0.0522], [-0.6338, 0.1540, 0.7016], [-0.1317, -1.0476, 0.9560], [-0.1286, 0.4177, -0.2191], [-0.2106, -0.3309, -0.1697], [0.3936, 0.6890, -0.6334], [0.0803, 0.2727, -0.0073], [0.1788, -0.4448, -0.0511], [-0.0726, 0.1016, 0.4901], [-0.0398, 0.1686, -0.3995], [-0.4583, 0.2792, -0.0692], [0.2985, -0.0550, -0.0113], [-0.8074, -0.1561, -1.0964], [0.3838, 0.4926, 0.1851], [0.2273, 0.2605, 0.4611], [-0.0327, -0.1001, 0.3831], [0.1139, -0.2530, 0.1623], [0.0387, 0.3836, -0.2972], [0.1093, 0.3293, 0.1410], [0.1225, -0.1739, -0.2127], [0.0238, -0.5782, 0.2935], [-0.0048, 0.2046, 0.1573], [-1.0382, 0.9510, 1.2670], [0.1180, 0.1513, 1.4027], [-0.4010, -0.9712, -0.9530], [-0.7183, 2.7042, 1.9237], [-1.1038, -0.7685, -2.1830], [0.7825, -1.5676, -1.6000], [0.0426, 0.1063, -0.4830], [0.5578, -0.3928, -0.3953], [-0.0370, -0.0749, -0.1586], [0.0302, -0.2337, -0.6548], [-0.6658, -0.8995, -1.3169], [-0.7354, -0.9991, 0.6829], [-0.4009, 0.1668, -0.3266], [-1.5464, -0.7195, 0.1632], [0.8956, 0.1981, -0.1964], [1.1428, 1.0727, 0.4571], [0.5286, 0.4836, 0.7334], [0.4180, 0.0501, -0.1004], [0.4955, 0.0314, 0.2005], [0.1266, 0.5618, -0.0717]]}

=====

| no. | HOMO (eV) |
| --- | --- |
| 1 | -1.269 |
| 2 | -13.391 |